The following is a DFT calculation (ωB97M-V/def2-TZVPD) of an isolated molecule of C2H4N2S2.

Positions of all 10 atoms, in Å:
1 C 0.52 1.24 -0.17
2 C -0.54 -1.10 -0.09
3 N -0.86 1.18 0.16
4 N -1.41 0.05 0.11
5 S -2.98 -0.12 -0.03
6 S 1.16 -0.58 0.13
7 H 0.49 1.47 -1.27
8 H 1.01 2.06 0.42
9 H -0.62 -2.12 0.44
10 H -0.62 -1.41 -1.14

As for the SMILES: [S-][N+]1=NCSC1. The calculation puts the orbital gap (spin up / spin down) at 0.2997 / 0.2997 hartree. For the HOMO energy (spin up / spin down), the calculation gives -8.700 / -8.701 eV. The charge is 0.